(1)
30
Properties=species:S:1:pos:R:3:forces:R:3 method="wB97M-V/def2-TZVPD" multiplicity=1 total_charge=-1
Li -0.196 1.013 0.292 0.0915 0.1760 0.1635
N 2.763 4.350 0.285 -0.0649 0.0676 -0.0237
C 2.083 3.185 0.511 0.1925 -0.1793 -0.0117
S 0.798 3.177 1.629 0.0546 0.0257 -0.0715
N 2.594 2.158 -0.182 -0.3191 -0.0744 0.2215
N 1.842 1.050 -0.057 0.3422 0.2224 -0.1462
C 2.386 -0.068 -0.358 -0.2329 -0.2388 -0.0004
C 1.580 -1.284 -0.195 0.1713 0.2059 -0.0859
C 2.156 -2.546 -0.344 -0.0078 -0.0544 -0.0267
C 1.380 -3.670 -0.133 0.0250 -0.0082 -0.0008
C 0.050 -3.511 0.224 -0.0347 0.0214 -0.0169
C -0.447 -2.220 0.343 0.0058 -0.0044 -0.0360
N 0.287 -1.133 0.133 0.0159 0.0224 0.1080
H 2.653 5.080 0.963 -0.0101 0.0082 -0.0030
H 3.631 4.268 -0.217 0.0085 0.0111 0.0274
H 3.424 -0.134 -0.680 0.0001 -0.0210 0.0102
H 3.202 -2.626 -0.612 -0.0006 -0.0020 -0.0049
H 1.809 -4.659 -0.240 -0.0001 0.0016 -0.0024
H -0.596 -4.359 0.404 0.0054 -0.0049 0.0052
H -1.475 -2.030 0.626 -0.0049 -0.0123 0.0320
F -3.087 1.460 -1.004 0.0418 0.0904 -0.0289
C -1.830 2.058 -0.555 -0.3811 -0.2040 -0.1280
F -1.166 2.311 -1.797 0.0176 -0.0315 0.0203
H -2.184 3.062 -0.275 0.1339 -0.0024 0.0760
C -3.813 -1.071 0.038 -0.0314 0.0123 0.0538
O -3.060 -0.516 1.099 0.0048 0.0460 0.0928
H -4.752 -0.534 -0.120 0.0087 0.0046 -0.0136
H -4.043 -2.103 0.316 -0.0061 0.0006 -0.0138
H -3.259 -1.063 -0.903 0.0041 -0.0166 -0.0057
H -2.731 0.354 0.811 -0.0297 -0.0619 -0.1904


(2)
19
Properties=species:S:1:pos:R:3:forces:R:3 method="wB97M-V/def2-TZVPD" multiplicity=1 total_charge=0
O 1.620 0.939 0.451 1.4726 1.1545 -0.2058
C 2.935 0.960 0.539 0.6073 -0.0671 -0.1788
C 3.765 -0.068 0.254 -0.0877 0.4186 -0.1287
O -0.361 -2.222 0.112 -1.1334 -2.4712 -0.8166
C -1.501 -2.358 -0.673 0.2590 -0.3888 -0.0398
C -2.551 -1.311 -0.316 -0.4479 -0.3447 -0.0139
O -1.874 -0.050 -0.235 -1.1635 0.5059 -0.4326
C -2.715 1.066 0.005 -0.3124 0.0992 -0.0765
Ca 0.110 -0.374 0.532 1.0408 1.2113 1.4200
H 3.390 1.922 0.835 -0.2020 -0.3244 0.2185
H 4.835 0.037 0.437 -0.3180 -0.0211 -0.2035
H 3.405 -0.960 -0.265 0.0688 0.0736 0.4073
H -1.977 -3.350 -0.554 0.0238 0.1900 -0.0838
H -1.263 -2.249 -1.751 -0.0905 -0.0454 0.1990
H -3.009 -1.522 0.666 0.1067 0.0511 -0.1835
H -3.346 -1.251 -1.075 0.1238 0.0005 0.1420
H -2.072 1.945 0.126 -0.1809 -0.1549 -0.0494
H -3.391 1.215 -0.848 0.1288 0.0433 0.2122
H -3.310 0.908 0.917 0.1049 0.0696 -0.1861


(3)
6
Properties=species:S:1:pos:R:3:forces:R:3 method="wB97M-V/def2-TZVPD" multiplicity=1 total_charge=0
N 0.986 0.087 -1.221 0.2811 0.0241 -0.4845
C 0.756 0.109 -0.097 -0.2726 -0.2409 0.2126
P 0.225 0.269 1.653 0.0544 0.2270 0.3929
O -0.761 -0.789 1.894 0.0336 -0.0507 -0.1608
Cl -2.352 1.135 -0.937 -0.1627 -0.0069 -0.1634
Cl -2.353 0.573 -2.851 0.0662 0.0474 0.2031


For each record above, in turn, the calculated relative energy (zero: lowest compared OMol25 entry of this formula, charge and spin) values are 0.00; 0.00; 70.10 kcal per mole.
For each record above, in turn, the calculated max |F| values are 0.45; 2.84; 0.56 eV Å⁻¹.
For each record above, in turn, the calculated frontier orbital gap values are 6.69; 7.31; 8.93 eV.